Molecular formula: C25H64N4O9
Method: DFT, the ωB97M-V functional and the def2-TZVPD basis

For the energy relative to the best compared isomer or geometry (same formula, charge and spin), the calculation gives 540.7 kcal/mol. The total energy comes out at -51321.795 eV. As for the LUMO energy: 0.4 eV. The calculation puts the molar mass at 564.81 g/mol. The value obtained for the HOMO energy is -7.46 eV. As for the orbital gap: 7.823 eV.

Atoms and positions in Å:
O  17.44  54.25  -1.41
O  16.85  49.48  1.88
O  15.77  54.72  1.92
O  20.70  54.29  8.83
O  12.19  50.72  2.14
O  13.60  58.61  0.55
O  18.65  50.29  -0.95
O  13.93  48.57  5.21
O  20.46  53.46  1.77
N  15.43  51.39  3.38
N  15.37  49.93  0.50
N  16.58  56.93  -1.01
N  20.27  53.21  5.36
C  15.23  57.66  -0.98
C  16.77  56.29  -2.36
C  20.14  52.71  0.56
C  16.49  50.60  -0.05
C  14.28  50.73  1.03
C  20.41  53.70  4.06
C  16.71  55.50  1.25
C  17.94  55.35  -2.13
C  11.22  49.98  2.91
C  13.24  49.83  1.66
C  16.21  53.40  2.44
C  13.39  59.16  1.86
C  17.43  49.76  -0.78
C  20.25  52.69  2.94
C  20.57  54.12  6.44
C  20.40  53.32  7.77
C  15.04  49.37  4.73
C  14.44  50.60  4.03
C  15.09  52.66  3.00
C  19.36  49.79  -2.04
C  14.98  58.13  0.44
C  21.00  53.54  10.01
C  14.11  47.58  6.28
C  18.32  49.54  1.95
C  18.45  53.22  -1.24
H  15.78  58.64  0.67
H  10.69  50.65  3.72
H  16.94  55.05  0.29
H  14.54  53.27  3.78
H  17.02  53.64  2.98
H  18.11  52.63  -0.36
H  16.73  56.22  -0.26
H  11.85  49.34  3.55
H  13.55  49.22  2.50
H  18.95  50.06  -3.19
H  19.60  52.83  7.80
H  19.96  54.93  6.62
H  21.07  52.64  5.32
H  18.57  49.99  2.86
H  18.38  52.92  -2.27
H  14.85  46.79  5.95
H  15.68  49.34  1.40
H  21.46  54.33  10.64
H  20.43  49.99  -2.47
H  13.75  50.22  3.23
H  15.41  48.92  3.94
H  15.75  49.42  5.33
H  19.23  52.41  0.45
H  16.17  51.46  -0.53
H  21.33  54.40  3.78
H  20.89  51.91  2.94
H  19.22  52.28  2.95
H  13.38  58.12  2.46
H  15.11  57.20  1.12
H  13.94  51.29  4.79
H  16.06  56.38  1.20
H  19.66  48.77  -1.82
H  20.18  53.33  10.54
H  19.43  53.68  -0.86
H  18.90  48.46  1.93
H  19.55  54.34  3.83
H  10.59  49.37  2.23
H  15.23  58.53  -1.61
H  20.35  53.42  -0.14
H  16.91  49.54  -1.83
H  20.94  51.79  0.61
H  12.66  49.27  1.08
H  18.29  55.19  -3.15
H  13.63  51.13  0.29
H  21.56  54.56  6.30
H  15.81  55.82  -2.78
H  18.79  50.26  1.24
H  17.77  48.82  -0.13
H  13.05  47.20  6.75
H  18.85  55.77  -1.76
H  12.22  59.60  1.95
H  17.70  55.65  1.70
H  21.54  52.66  10.06
H  14.67  51.62  1.64
H  21.04  52.64  7.74
H  16.35  50.24  2.26
H  16.86  50.96  0.80
H  14.55  56.89  -1.29
H  14.25  59.85  2.28
H  14.37  52.74  2.11
H  16.73  52.96  1.88
H  17.08  57.04  -3.12
H  16.40  51.30  3.99
H  14.68  48.03  7.05